# 1
ORCA calculation (ωB97M-V/def2-TZVPD) on C16H23NO3 in the gas phase in a non-equilibrium geometry.

Properties
ΔE to the lowest compared entry with this formula, charge and spin in kJ/mol: 479.3
HOMO energy in eV: -8.0

XYZ file:
```
43
Properties=species:S:1:pos:R:3:nbo_charge:R:1
C -0.514 -3.503 2.412 -0.2609
O -0.365 -3.674 0.993 -0.5346
C 0.098 -2.471 0.394 0.0598
C 0.674 -2.861 -0.952 -0.1797
C 0.490 -2.026 -2.051 -0.2145
C -0.235 -0.750 -1.889 -0.0280
C -0.687 0.042 -2.897 -0.1704
C -1.597 1.111 -2.343 -0.2345
N -1.668 0.740 -0.928 -0.4542
C -2.198 1.757 0.003 -0.1913
C -1.399 1.809 1.317 -0.4483
C 0.112 1.548 1.134 -0.0164
C 1.071 2.374 1.945 -0.1096
O 1.556 1.530 3.000 -0.7120
C 0.537 0.643 0.143 0.0279
C 2.007 0.433 -0.247 -0.4963
C 2.393 1.226 -1.498 -0.0528
O 1.752 2.475 -1.444 -0.7308
C -0.606 -0.207 -0.518 0.0547
C -1.060 -1.416 0.298 -0.4181
H -1.591 -3.444 2.658 0.1759
H -0.121 -4.395 2.895 0.1919
H -0.042 -2.600 2.822 0.1738
H 0.911 -2.058 1.012 0.1782
H 1.217 -3.809 -1.086 0.2263
H 0.821 -2.291 -3.069 0.2207
H -0.497 -0.137 -3.946 0.2173
H -2.561 1.022 -2.835 0.1994
H -1.180 2.139 -2.448 0.1830
H -3.196 1.604 0.218 0.1888
H -2.183 2.755 -0.469 0.1806
H -1.759 1.034 2.009 0.2087
H -1.553 2.789 1.772 0.2212
H 1.913 2.720 1.382 0.2053
H 0.575 3.289 2.356 0.1656
H 0.793 1.149 3.456 0.4621
H 2.634 0.756 0.584 0.2263
H 2.264 -0.607 -0.353 0.2300
H 3.498 1.305 -1.581 0.1816
H 2.046 0.694 -2.393 0.1604
H 0.903 2.290 -1.003 0.4787
H -1.340 -1.121 1.312 0.2041
H -1.915 -1.864 -0.164 0.2304
```

***

# 2
ORCA calculation (ωB97M-V/def2-TZVPD) on a molecular structure, C25H58N2O2PrSi3 in a non-equilibrium geometry.

Properties
ΔE to the lowest compared entry with this formula, charge and spin in kJ/mol: 249.9
HOMO energy (spin up / spin down) in eV: -9.5 / -9.5
Net charge: +1
2S+1: 3

XYZ file:
```
91
Properties=species:S:1:pos:R:3:lowdin_charge:R:1
O -0.620 -0.971 -2.042 -0.3243
O 0.680 0.762 -3.742 -0.1345
C -0.001 -2.227 -2.541 -0.2127
C -0.801 -3.454 -2.155 -0.0445
H 1.019 -2.290 -2.135 0.1008
H 0.076 -2.104 -3.633 0.1113
H -1.107 -3.456 -1.100 0.0600
H -0.158 -4.324 -2.330 0.0961
H -1.669 -3.589 -2.810 0.0825
C -1.863 -0.627 -2.740 -0.2071
C -1.923 -0.960 -4.221 -0.0632
H -2.017 0.449 -2.577 0.1128
H -2.650 -1.172 -2.198 0.1096
H -1.235 -0.354 -4.820 0.0619
H -2.931 -0.710 -4.579 0.1008
H -1.780 -2.023 -4.448 0.0799
C 0.175 2.240 -3.484 -0.0616
C 2.045 0.570 -4.363 -0.1281
C -0.751 2.538 -4.613 -0.0461
H 1.079 2.855 -3.452 0.1377
H -0.311 2.169 -2.503 0.1264
H -0.237 2.503 -5.575 0.0785
H -1.141 3.550 -4.492 0.1057
H -1.601 1.851 -4.634 0.0814
C 1.931 0.924 -5.812 -0.0470
H 2.250 -0.481 -4.167 0.1388
H 2.740 1.215 -3.808 0.1343
H 1.188 0.301 -6.323 0.1010
H 2.898 0.760 -6.286 0.1011
H 1.682 1.974 -5.949 0.0756
H 0.704 0.289 -2.862 0.0770
Pr -0.140 -0.096 0.539 1.0843
C 1.875 0.046 -1.097 -0.3750
Si 3.379 0.538 -0.156 0.3788
H 2.056 -0.930 -1.576 -0.0042
H 1.778 0.796 -1.886 -0.0453
C 4.869 -0.420 -0.768 -0.1853
C 3.076 0.151 1.659 -0.1679
C 3.578 2.388 -0.399 -0.1660
C -2.178 -1.373 0.745 -0.3905
Si -3.502 -0.079 0.761 0.3972
H -2.009 -1.857 1.722 0.0205
H -2.330 -2.179 0.018 -0.0091
C -4.913 -0.541 -0.399 -0.1784
C -2.847 1.616 0.187 -0.1712
C -4.156 0.133 2.510 -0.1659
H 2.969 2.745 -1.242 0.0114
H 4.632 2.619 -0.598 0.0350
H 3.255 2.919 0.507 0.0316
H 4.753 -1.493 -0.543 0.0361
H 5.763 -0.033 -0.263 0.0336
H 4.981 -0.318 -1.860 0.0273
H 2.451 -0.753 1.788 0.0142
H 2.595 0.972 2.223 0.0339
H 4.044 -0.080 2.130 0.0515
H -3.350 1.857 -0.761 0.0388
H -1.765 1.795 0.008 -0.0143
H -3.166 2.364 0.928 0.0443
H -4.971 0.870 2.541 0.0405
H -3.362 0.465 3.193 0.0035
H -4.547 -0.829 2.873 0.0471
H -5.791 0.090 -0.201 0.0369
H -5.205 -1.591 -0.251 0.0427
H -4.632 -0.408 -1.453 0.0123
C 0.968 -3.720 1.257 -0.0098
C 0.904 -2.894 2.509 -0.3218
C 1.125 -3.393 3.783 -0.0416
C 0.992 -2.553 4.901 -0.0394
C 0.575 -1.240 4.735 -0.0159
C 0.364 -0.762 3.415 -0.4445
N 0.569 -1.596 2.333 -0.0569
N 0.010 0.486 3.048 -0.1298
Si -0.247 1.781 4.230 0.3964
C -1.634 1.347 5.409 -0.1630
C 1.280 2.043 5.282 -0.1704
C -0.641 3.383 3.350 -0.1683
H -0.032 -3.827 0.810 0.0754
H 1.639 -3.295 0.492 0.0862
H 1.331 -4.725 1.497 0.0870
H 1.408 -4.444 3.871 0.1100
H 1.215 -2.943 5.894 0.1151
H 0.437 -0.574 5.586 0.0771
H -1.441 0.418 5.958 0.0288
H -1.735 2.148 6.155 0.0414
H -2.602 1.238 4.911 0.0092
H 2.157 2.291 4.674 0.0303
H 1.104 2.883 5.968 0.0386
H 1.549 1.178 5.899 0.0241
H 0.168 3.670 2.662 0.0284
H -1.582 3.327 2.786 0.0172
H -0.742 4.181 4.106 0.0436
```

***

# 3
ORCA calculation (ωB97M-V/def2-TZVPD) on C17H13ClFNO3 in the gas phase in a non-equilibrium geometry.

Properties
HOMO energy in eV: -8.2

XYZ file:
```
36
Properties=species:S:1:pos:R:3:nbo_charge:R:1
O -0.198 -2.988 1.731 -0.6144
C -0.499 -2.362 0.734 0.6318
C -1.819 -1.696 0.589 -0.2380
C -1.949 -0.471 0.077 -0.1830
C -3.180 0.304 -0.009 -0.1714
C -4.449 -0.275 -0.110 0.4322
F -4.562 -1.616 -0.152 -0.3173
C -5.611 0.466 -0.203 -0.2827
C -5.532 1.847 -0.197 -0.1727
C -4.298 2.468 -0.107 -0.2478
C -3.146 1.705 -0.020 0.0098
Cl -1.632 2.530 0.107 0.0198
N 0.331 -2.214 -0.326 -0.6020
C 1.726 -2.596 -0.279 -0.2461
C 2.614 -1.377 -0.305 -0.0436
C 3.615 -1.241 -1.253 -0.2107
C 4.431 -0.112 -1.306 -0.2546
C 4.193 0.874 -0.381 0.2171
C 3.182 0.747 0.575 0.3072
C 2.384 -0.366 0.635 -0.2856
O 3.159 1.866 1.363 -0.4886
C 4.193 2.698 0.884 0.2364
O 4.828 2.076 -0.212 -0.4766
H -2.643 -2.223 1.044 0.2347
H -1.070 0.058 -0.274 0.2193
H -6.556 -0.046 -0.282 0.2347
H -6.430 2.440 -0.265 0.2240
H -4.224 3.544 -0.105 0.2314
H 0.031 -1.664 -1.115 0.3978
H 1.960 -3.258 -1.118 0.2007
H 1.855 -3.146 0.658 0.2482
H 3.777 -2.032 -1.969 0.2119
H 5.212 -0.011 -2.040 0.2285
H 1.613 -0.464 1.382 0.2345
H 3.770 3.664 0.564 0.1575
H 4.928 2.873 1.686 0.1577
```

***

# 4
ORCA calculation (ωB97M-V/def2-TZVPD) on a molecular structure, C21H27BN3O5ReSeSi2 in a non-equilibrium geometry.

Properties
ΔE to the lowest compared entry with this formula, charge and spin in kJ/mol: 146.2
HOMO energy (spin up / spin down) in eV: -5.0 / -5.4
Net charge: -1
2S+1: 4

XYZ file:
```
61
Properties=species:S:1:pos:R:3:nbo_charge:R:1
Re 0.663 -0.541 0.698 0.9528
O 5.502 -0.414 4.620 -0.4860
C 4.554 -0.455 3.890 0.3984
C 4.586 -0.513 2.357 0.3984
O 5.574 -0.527 1.662 -0.5313
C 3.181 -0.520 1.970 0.1827
C 2.332 -0.455 3.043 0.2290
O 1.043 -0.392 2.862 -0.7403
C 3.078 -0.428 4.308 0.3928
O 2.654 -0.380 5.437 -0.5231
O 2.689 -0.540 0.744 -0.6696
C -0.602 -1.473 -2.750 -1.1054
Si 0.687 -0.470 -1.786 1.1845
C 2.296 -1.085 -2.519 -1.1118
C 0.545 1.346 -2.344 -0.4743
C 0.500 1.687 -3.703 -0.1467
C 0.500 3.010 -4.119 -0.2460
C 0.556 4.030 -3.174 -0.2263
C 0.607 3.711 -1.824 -0.2025
C 0.595 2.377 -1.385 -0.4464
Si 0.742 1.941 0.463 1.1681
C 2.366 2.687 1.047 -1.1155
C -0.521 3.020 1.387 -1.1042
H -0.517 -1.218 -3.814 0.2204
H -1.643 -1.333 -2.460 0.2067
H -0.379 -2.539 -2.638 0.2468
H 2.299 -0.912 -3.600 0.2168
H 2.422 -2.156 -2.335 0.2412
H 3.151 -0.567 -2.077 0.2499
H 0.474 0.902 -4.456 0.1876
H 0.468 3.249 -5.176 0.1996
H 0.568 5.066 -3.491 0.2004
H 0.661 4.516 -1.095 0.1971
H 2.384 3.759 0.821 0.2194
H 3.220 2.214 0.555 0.2456
H 2.487 2.563 2.127 0.2340
H -0.251 4.074 1.252 0.2190
H -0.480 2.793 2.458 0.2411
H -1.556 2.910 1.071 0.2078
B 0.648 -5.377 0.349 -0.5827
C 0.680 -3.808 0.478 0.4618
N 0.652 -2.651 0.526 -0.6808
H -0.532 -5.681 0.286 -0.0018
H 1.233 -5.658 -0.680 0.0086
H 1.186 -5.862 1.322 0.0103
C -4.334 -2.216 2.438 -0.4074
N -4.269 -1.305 1.301 -0.3460
C -5.316 -0.982 0.457 -0.0669
C -4.825 -0.128 -0.460 -0.0684
N -3.489 0.069 -0.162 -0.3414
C -2.588 0.939 -0.908 -0.4046
C -3.152 -0.655 0.923 0.2643
Se -1.577 -0.749 1.920 0.0024
H -5.325 -2.660 2.464 0.2087
H -4.145 -1.679 3.364 0.2263
H -3.580 -2.991 2.329 0.2449
H -6.305 -1.382 0.590 0.2288
H -5.304 0.361 -1.290 0.2333
H -3.181 1.608 -1.528 0.2124
H -1.921 0.363 -1.528 0.2418
H -1.990 1.510 -0.217 0.2458
```

***

Summary of total energy in Eh
-903.83872 -2632.64380 -1496.13954 -4440.55280
(order as listed above)